Run A
Density functional theory data (the ωB97M-V functional and the def2-TZVPD basis) for a single C5H8O2S molecule.

Geometry as ORCA input:
```
! RIJCOSX wB97M-V def2-TZVPD def2/J DEFGRID3
* xyz 0 1
C 0.5397 0.2749 -0.4280
C 1.8767 -0.3040 -0.1900
C -0.6171 -0.4182 -0.5934
C -2.2968 0.3303 0.9281
C -1.9235 0.0988 -0.5491
O 4.7156 -1.2287 -0.0323
O 2.9426 0.5672 0.0796
S 4.5243 0.2037 0.2645
H 0.4602 1.2771 -0.1712
H 2.1093 -1.2965 -0.4202
H -0.6456 -1.5213 -0.8648
H -2.4197 -0.6207 1.3855
H -3.2172 0.9962 1.0971
H -1.5000 0.8689 1.4870
H -1.8097 1.1728 -0.9748
H -2.7389 -0.4004 -1.0179
*
```

For the LUMO energy (alpha / beta), the calculation gives -0.0924 / -0.7114 eV. The calculation puts the orbital gap (alpha / beta) at 8.27 / 6.66 eV.

Now the natural (NBO) charges, all in e: atom 1 (C): -0.29, atom 2 (C): 0.15, atom 3 (C): -0.13, atom 4 (C): -0.59, atom 5 (C): -0.46, atom 6 (O): -0.85, atom 7 (O): -0.67, atom 8 (S): 1.21, atom 9 (H): 0.21, atom 10 (H): 0.19, atom 11 (H): 0.20, atom 12 (H): 0.20, atom 13 (H): 0.21, atom 14 (H): 0.21, atom 15 (H): 0.20, atom 16 (H): 0.22

Run B
Density functional theory data (the ωB97M-V functional and the def2-TZVPD basis) for a single C5H8O2S molecule.

Geometry as ORCA input:
```
! RIJCOSX wB97M-V def2-TZVPD def2/J DEFGRID3
* xyz 0 1
C -1.6691 -0.8840 -0.3362
C -0.3092 -0.9798 0.2606
C 0.2847 0.0696 1.2117
S -0.6158 1.5127 1.7609
C 0.8235 -0.0726 -0.1675
O 2.1413 -0.5067 -0.3038
C 0.5296 0.9088 -1.3032
O 1.5059 1.2237 -1.9666
H -2.0489 0.1286 -0.4266
H -2.3537 -1.5120 0.2539
H -1.6300 -1.3300 -1.3465
H -0.1265 -1.9836 0.5566
H 0.9459 -0.3760 1.9731
H 0.4344 2.2827 2.1422
H 2.5297 0.1125 -0.9678
H -0.4416 1.4061 -1.3407
*
```

For the LUMO energy, the calculation gives 0.5637 eV. The calculation puts the orbital gap at 9.63 eV.

Now the natural (NBO) charges, all in e: atom 1 (C): -0.62, atom 2 (C): -0.21, atom 3 (C): -0.37, atom 4 (S): -0.03, atom 5 (C): 0.11, atom 6 (O): -0.70, atom 7 (C): 0.42, atom 8 (O): -0.54, atom 9 (H): 0.21, atom 10 (H): 0.22, atom 11 (H): 0.22, atom 12 (H): 0.24, atom 13 (H): 0.25, atom 14 (H): 0.14, atom 15 (H): 0.50, atom 16 (H): 0.15

Run C
Density functional theory data (the ωB97M-V functional and the def2-TZVPD basis) for 2 unconnected molecules or ions with the total composition C5H8O2S.

Geometry as ORCA input:
```
! RIJCOSX wB97M-V def2-TZVPD def2/J DEFGRID3
* xyz 0 1
C 1.1818 -0.4595 0.2928
C 0.9787 0.9740 0.8990
C -0.9741 0.4866 -0.7954
C -1.9869 -0.1381 0.2543
C -0.1056 -0.7507 -0.5683
H 2.1571 -1.0733 -1.5132
H 1.1772 -1.3880 0.9261
H 1.8798 1.7236 1.0899
H 0.5758 0.9372 2.0014
H -1.5172 0.5282 -1.8498
H -3.0323 -0.2310 -0.1479
H -1.8727 0.5342 1.3058
H 0.1663 -1.4008 -1.5971
O 2.4388 -0.3470 -0.4259
O -0.9834 -1.2920 0.4083
S -0.0832 1.8966 -0.2801
*
```

For the LUMO energy, the calculation gives 0.3234 eV. The calculation puts the orbital gap at 9.10 eV.

Now the natural (NBO) charges, all in e: atom 1 (C): 0.04, atom 2 (C): -0.58, atom 3 (C): -0.46, atom 4 (C): -0.08, atom 5 (C): 0.10, atom 6 (H): 0.43, atom 7 (H): 0.20, atom 8 (H): 0.27, atom 9 (H): 0.22, atom 10 (H): 0.25, atom 11 (H): 0.21, atom 12 (H): 0.19, atom 13 (H): 0.17, atom 14 (O): -0.68, atom 15 (O): -0.54, atom 16 (S): 0.26

Least stable: run C

Run A
Density functional theory data (the ωB97M-V functional and the def2-TZVPD basis) for a single C4H6ClNOS molecule.

Geometry as ORCA input:
```
! RIJCOSX wB97M-V def2-TZVPD def2/J DEFGRID3
* xyz 0 1
O 2.2015 -0.2578 0.5740
C 1.7085 -0.9421 -0.2891
N 0.3902 -1.1277 -0.3914
C -0.5710 -0.1921 0.1276
C -1.8878 -0.7005 -0.0175
Cl -3.2834 0.2117 0.0001
C -0.1757 1.0296 0.8519
S 0.1211 2.5550 -0.3821
H 2.2864 -1.4598 -1.2696
H 0.1617 -1.5767 -1.3795
H -2.0523 -1.7362 -0.3455
H 0.8046 1.0595 1.5448
H -1.1140 1.0480 1.6098
H 1.4102 2.0892 -0.6333
*
```

For the LUMO energy, the calculation gives 0.2230 eV. The calculation puts the orbital gap at 8.86 eV.

Now the natural (NBO) charges, all in e: atom 1 (O): -0.60, atom 2 (C): 0.55, atom 3 (N): -0.62, atom 4 (C): 0.12, atom 5 (C): -0.28, atom 6 (Cl): 0.05, atom 7 (C): -0.56, atom 8 (S): -0.09, atom 9 (H): 0.10, atom 10 (H): 0.41, atom 11 (H): 0.22, atom 12 (H): 0.31, atom 13 (H): 0.26, atom 14 (H): 0.14

Run B
Density functional theory data (the ωB97M-V functional and the def2-TZVPD basis) for a single C4H6ClNOS molecule.

Geometry as ORCA input:
```
! RIJCOSX wB97M-V def2-TZVPD def2/J DEFGRID3
* xyz 0 1
O -1.1185 2.4946 0.0946
C -0.4816 1.4806 -0.0204
N 0.7143 1.4586 -0.6904
S 2.0022 0.3054 -0.4934
C 0.9687 -1.1691 -0.3921
C -0.0681 -0.9954 0.7156
C -1.0671 0.1302 0.4216
Cl -2.2011 -0.3948 -0.8685
H 0.9852 2.3679 -1.0267
H 0.4905 -1.3351 -1.3469
H 1.6415 -2.0071 -0.1782
H -0.6159 -1.9227 0.8807
H 0.4391 -0.7615 1.6333
H -1.6892 0.3484 1.2708
*
```

For the LUMO energy, the calculation gives 0.6347 eV. The calculation puts the orbital gap at 9.39 eV.

Now the natural (NBO) charges, all in e: atom 1 (O): -0.57, atom 2 (C): 0.65, atom 3 (N): -0.77, atom 4 (S): 0.40, atom 5 (C): -0.55, atom 6 (C): -0.43, atom 7 (C): -0.27, atom 8 (Cl): -0.05, atom 9 (H): 0.42, atom 10 (H): 0.23, atom 11 (H): 0.24, atom 12 (H): 0.23, atom 13 (H): 0.22, atom 14 (H): 0.24

Least stable: run A

Run A
Density functional theory data (the ωB97M-V functional and the def2-TZVPD basis) for 2 unconnected molecules or ions with the total composition C9H15N.

Geometry as ORCA input:
```
! RIJCOSX wB97M-V def2-TZVPD def2/J DEFGRID3
* xyz 0 1
C 1.3564 -1.3105 2.6078
C 0.8438 -0.4742 1.6816
N 0.6528 -0.9848 0.4207
C -0.2979 -1.4262 -0.2305
C -1.6660 -1.4013 0.3728
C -0.3702 -1.7415 -1.6918
H 1.5026 -0.9392 3.6728
H 1.8142 -2.2178 2.2964
H 0.4065 0.4871 1.7804
H -1.5083 -1.3698 1.4455
H -2.0971 -0.3440 0.1080
H -2.3976 -2.2676 0.1286
H -1.2612 -1.2039 -2.0912
H -0.3189 -2.8194 -1.9344
H 0.4243 -1.2057 -2.2833
C 2.2762 1.3973 -1.1013
C 0.9887 1.4009 -1.0235
C -0.2158 1.8755 -1.1225
C -1.0606 2.4408 -0.0108
H 2.8523 2.1735 -1.5502
H 2.8482 0.6431 -0.4408
H -0.8337 1.6024 -1.8500
H -1.9980 2.9228 -0.4543
H -1.4292 1.5874 0.6019
H -0.5115 3.1751 0.6683
*
```

For the LUMO energy, the calculation gives 0.8716 eV. The calculation puts the orbital gap at 8.87 eV.

Now the natural (NBO) charges, all in e: atom 1 (C): -0.48, atom 2 (C): -0.02, atom 3 (N): -0.44, atom 4 (C): 0.35, atom 5 (C): -0.70, atom 6 (C): -0.68, atom 7 (H): 0.20, atom 8 (H): 0.21, atom 9 (H): 0.20, atom 10 (H): 0.23, atom 11 (H): 0.22, atom 12 (H): 0.23, atom 13 (H): 0.22, atom 14 (H): 0.24, atom 15 (H): 0.24, atom 16 (C): -0.49, atom 17 (C): 0.10, atom 18 (C): -0.29, atom 19 (C): -0.63, atom 20 (H): 0.22, atom 21 (H): 0.23, atom 22 (H): 0.20, atom 23 (H): 0.22, atom 24 (H): 0.21, atom 25 (H): 0.22

Run B
Density functional theory data (the ωB97M-V functional and the def2-TZVPD basis) for 2 unconnected molecules or ions with the total composition C9H15N.

Geometry as ORCA input:
```
! RIJCOSX wB97M-V def2-TZVPD def2/J DEFGRID3
* xyz 0 1
C 1.7128 0.2576 0.4738
C 0.5706 1.0929 -0.1036
C 0.8232 2.5864 0.1221
C -0.7907 0.7125 0.4668
C -0.8876 0.4117 1.9344
C -1.8155 0.1217 -0.4315
N -1.9816 1.3460 -0.1947
H 1.5203 -0.8049 0.3436
H 1.8386 0.4518 1.5362
H 2.6420 0.5073 -0.0322
H 0.5317 0.9225 -1.1865
H 1.7301 2.8979 -0.3908
H -0.0096 3.1687 -0.2637
H 0.9383 2.8005 1.1813
H -1.9245 0.4484 2.2616
H -0.3349 1.1452 2.5186
H -0.5036 -0.6127 2.1072
H -2.3241 -0.6857 -0.9027
C -0.2732 -2.7325 0.3166
C -0.3363 -2.4591 -0.8519
C -0.2413 -2.1663 -2.2693
H -0.2373 -3.1505 1.2815
H 0.6259 -2.6648 -2.7000
H -0.1318 -1.0946 -2.4321
H -1.1416 -2.4999 -2.7849
*
```

For the LUMO energy, the calculation gives 0.9096 eV. The calculation puts the orbital gap at 10.06 eV.

Now the natural (NBO) charges, all in e: atom 1 (C): -0.61, atom 2 (C): -0.23, atom 3 (C): -0.61, atom 4 (C): 0.05, atom 5 (C): -0.64, atom 6 (C): 0.06, atom 7 (N): -0.34, atom 8 (H): 0.22, atom 9 (H): 0.20, atom 10 (H): 0.21, atom 11 (H): 0.19, atom 12 (H): 0.21, atom 13 (H): 0.22, atom 14 (H): 0.20, atom 15 (H): 0.22, atom 16 (H): 0.21, atom 17 (H): 0.22, atom 18 (H): 0.21, atom 19 (C): -0.27, atom 20 (C): 0.02, atom 21 (C): -0.70, atom 22 (H): 0.24, atom 23 (H): 0.25, atom 24 (H): 0.24, atom 25 (H): 0.24

Least stable: run A

Run A
Density functional theory data (the ωB97M-V functional and the def2-TZVPD basis) for 2 unconnected molecules or ions with the total composition C5H10N4.

Geometry as ORCA input:
```
! RIJCOSX wB97M-V def2-TZVPD def2/J DEFGRID3
* xyz 0 1
C -2.0681 -0.9775 1.3558
C -1.9056 0.8865 0.3976
C 1.7933 0.6871 1.7319
C -0.0958 -1.1903 -2.0449
C 1.3945 0.9337 0.4722
N -2.4376 0.2571 1.5118
N -1.5401 -1.2653 0.1656
N -1.2709 -0.1282 -0.3880
N -0.5976 0.0320 -1.4591
H -2.2727 -1.7515 2.1539
H -1.1632 1.7802 0.5265
H 1.5205 1.0863 2.6598
H 2.4701 -0.0991 1.8867
H -2.6563 1.3867 -0.2072
H 0.7973 -0.8824 -2.6235
H 0.1071 -1.8340 -1.1168
H -0.9380 -1.6227 -2.5537
H 1.7888 0.4660 -0.4140
H 0.7470 1.7054 0.1566
*
```

For the LUMO energy (alpha / beta), the calculation gives 0.1227 / 0.1238 eV. The calculation puts the orbital gap (alpha / beta) at 8.63 / 8.64 eV.

Now the natural (NBO) charges, all in e: atom 1 (C): 0.23, atom 2 (C): -0.12, atom 3 (C): -0.38, atom 4 (C): -0.48, atom 5 (C): -0.38, atom 6 (N): -0.48, atom 7 (N): -0.41, atom 8 (N): 0.14, atom 9 (N): -0.21, atom 10 (H): 0.21, atom 11 (H): 0.24, atom 12 (H): 0.20, atom 13 (H): 0.18, atom 14 (H): 0.24, atom 15 (H): 0.22, atom 16 (H): 0.23, atom 17 (H): 0.22, atom 18 (H): 0.20, atom 19 (H): 0.18

Run B
Density functional theory data (the ωB97M-V functional and the def2-TZVPD basis) for 2 unconnected molecules or ions with the total composition C5H10N4.

Geometry as ORCA input:
```
! RIJCOSX wB97M-V def2-TZVPD def2/J DEFGRID3
* xyz 0 1
H 2.3009 -1.1737 -0.4279
N 1.2987 -1.2098 -0.2599
C 0.7891 -0.2567 0.4296
C -0.0787 -0.4791 1.6303
C 1.2913 1.2037 0.2137
C 1.4079 2.0957 1.2013
H -0.6102 -1.4204 1.5155
H 0.5177 -0.3559 2.5318
H -0.8429 0.2948 1.7124
H 2.0279 1.2525 -0.5850
H 0.7619 2.0867 2.0654
H 2.2730 2.7365 1.2847
N -2.3209 1.3514 -1.0904
C -1.4778 0.5581 -1.1708
N -1.0163 -0.7266 -1.2416
N -1.7326 -1.7394 -1.9386
H -0.0339 -0.8255 -1.5389
H -2.5954 -1.9661 -1.4499
H -1.9599 -1.4264 -2.8817
*
```

For the LUMO energy (alpha / beta), the calculation gives -0.1151 / -0.1152 eV. The calculation puts the orbital gap (alpha / beta) at 8.95 / 8.95 eV.

Now the natural (NBO) charges, all in e: atom 1 (H): 0.38, atom 2 (N): -0.78, atom 3 (C): 0.40, atom 4 (C): -0.70, atom 5 (C): -0.30, atom 6 (C): -0.31, atom 7 (H): 0.25, atom 8 (H): 0.24, atom 9 (H): 0.22, atom 10 (H): 0.20, atom 11 (H): 0.19, atom 12 (H): 0.21, atom 13 (N): -0.35, atom 14 (C): 0.37, atom 15 (N): -0.53, atom 16 (N): -0.62, atom 17 (H): 0.43, atom 18 (H): 0.36, atom 19 (H): 0.34

Run C
Density functional theory data (the ωB97M-V functional and the def2-TZVPD basis) for a single C5H10N4 molecule.

Geometry as ORCA input:
```
! RIJCOSX wB97M-V def2-TZVPD def2/J DEFGRID3
* xyz 0 1
C 2.3145 -0.9371 0.2958
N 0.9057 -1.0468 0.2347
C 0.0312 -0.0866 0.2534
N -1.3400 -0.4912 0.1561
C -1.7960 -1.7711 -0.3324
C -2.0876 0.6020 0.1908
N -1.3947 1.6927 0.2726
N -0.0428 1.2785 0.3468
C 0.7945 2.2209 -0.3286
H 2.8350 0.0444 0.6196
H 2.7598 -1.1384 -0.5970
H 2.6119 -1.7355 1.1085
H -1.5145 -2.5549 0.4470
H -2.8730 -1.8070 -0.3124
H -1.2918 -1.9743 -1.3117
H -3.0932 0.5600 0.2716
H 1.8359 1.7965 -0.0529
H 0.6003 2.0659 -1.3377
H 0.7449 3.2820 0.0757
*
```

For the LUMO energy, the calculation gives 0.9156 eV. The calculation puts the orbital gap at 8.63 eV.

Now the natural (NBO) charges, all in e: atom 1 (C): -0.41, atom 2 (N): -0.58, atom 3 (C): 0.55, atom 4 (N): -0.39, atom 5 (C): -0.41, atom 6 (C): 0.21, atom 7 (N): -0.31, atom 8 (N): -0.28, atom 9 (C): -0.40, atom 10 (H): 0.15, atom 11 (H): 0.19, atom 12 (H): 0.19, atom 13 (H): 0.22, atom 14 (H): 0.21, atom 15 (H): 0.22, atom 16 (H): 0.19, atom 17 (H): 0.20, atom 18 (H): 0.19, atom 19 (H): 0.23

Least stable: run B

Run A
Density functional theory data (the ωB97M-V functional and the def2-TZVPD basis) for 3 unconnected molecules or ions with the total composition C2H12N2O2.

Geometry as ORCA input:
```
! RIJCOSX wB97M-V def2-TZVPD def2/J DEFGRID3
* xyz 0 1
N -1.6699 1.4404 -0.0923
C -1.1139 0.3003 0.6812
C -0.7617 -0.8532 -0.2609
N 0.0352 -1.9535 0.3977
H -2.5161 1.1692 -0.5754
H -0.9321 1.9084 -0.6129
H -1.9973 -0.0221 1.2881
H -0.3582 0.5556 1.4079
H -1.7088 -1.0888 -0.7812
H -0.0496 -0.4346 -1.0046
H -0.5052 -2.1148 1.2498
H -0.1177 -2.8026 -0.1497
O 0.9902 1.5197 -1.0815
H 1.5402 2.2563 -1.3758
H 1.4765 1.1955 -0.2862
O 2.4730 -0.0760 0.5403
H 3.4023 -0.2571 0.3478
H 1.8133 -0.7428 0.3076
*
```

For the LUMO energy, the calculation gives 0.8042 eV. The calculation puts the orbital gap at 9.40 eV.

Now the natural (NBO) charges, all in e: atom 1 (N): -0.87, atom 2 (C): -0.24, atom 3 (C): -0.26, atom 4 (N): -0.86, atom 5 (H): 0.36, atom 6 (H): 0.40, atom 7 (H): 0.17, atom 8 (H): 0.20, atom 9 (H): 0.17, atom 10 (H): 0.21, atom 11 (H): 0.35, atom 12 (H): 0.36, atom 13 (O): -0.98, atom 14 (H): 0.47, atom 15 (H): 0.50, atom 16 (O): -1.00, atom 17 (H): 0.49, atom 18 (H): 0.52

Run B
Density functional theory data (the ωB97M-V functional and the def2-TZVPD basis) for 3 unconnected molecules or ions with the total composition C2H12N2O2.

Geometry as ORCA input:
```
! RIJCOSX wB97M-V def2-TZVPD def2/J DEFGRID3
* xyz 0 1
C -1.4666 -0.6507 -1.2450
N -0.1727 -0.0672 -1.4566
C 0.2619 1.0140 -0.5805
N 0.5649 0.5823 0.7709
H -1.9665 -0.3256 -0.3300
H -1.4336 -1.7388 -1.2158
H -2.2065 -0.3272 -1.9920
H 0.1532 0.0011 -2.4025
H 1.0990 1.4918 -1.0843
H -0.5255 1.7696 -0.4531
H 1.3648 -0.0387 0.7561
H -0.2446 0.1768 1.2052
O -1.5226 0.7730 3.0182
H -1.0229 1.5399 2.6910
H -2.1858 1.1234 3.6455
O 2.3320 -1.5940 -0.8207
H 3.0814 -1.8191 -1.3822
H 1.7574 -1.1878 -1.4965
*
```

For the LUMO energy, the calculation gives 0.8670 eV. The calculation puts the orbital gap at 9.49 eV.

Now the natural (NBO) charges, all in e: atom 1 (C): -0.42, atom 2 (N): -0.69, atom 3 (C): -0.05, atom 4 (N): -0.86, atom 5 (H): 0.20, atom 6 (H): 0.20, atom 7 (H): 0.18, atom 8 (H): 0.37, atom 9 (H): 0.18, atom 10 (H): 0.15, atom 11 (H): 0.38, atom 12 (H): 0.37, atom 13 (O): -0.96, atom 14 (H): 0.48, atom 15 (H): 0.47, atom 16 (O): -0.95, atom 17 (H): 0.46, atom 18 (H): 0.48

Least stable: run B